The following is a quantum chemistry calculation of a molecular structure, C6H9N at a distorted geometry, from the OMol25 dataset.

As for the LUMO energy: 1.042 eV. For the energy above the lowest of the compared OMol25 structures with the same formula, charge and spin, the calculation gives 672.2 kJ/mol. The calculation puts the electronic energy at -7851.1930 eV.

```
! RIJCOSX wB97M-V def2-TZVPD def2/J DEFGRID3
* xyz 0 1
C 1.9038 -0.2985 -0.0400
N 0.5949 -0.4432 -0.0483
C -0.4244 -0.0667 1.0030
C -0.4918 1.1865 0.1234
C -0.4344 0.1367 -0.9918
C -1.5559 -0.8946 -0.7532
C -1.5486 -1.0310 0.5725
H 2.4129 -0.6150 0.8652
H 2.4049 -0.4237 -0.9949
H 1.9739 1.5767 0.1516
H -0.1032 -0.0422 2.0459
H 0.9366 1.7542 0.1742
H -1.2933 1.9280 0.2042
H -0.1265 0.3717 -2.0124
H -2.1331 -1.4289 -1.5014
H -2.1157 -1.7099 1.2019
*
```

Here are the Löwdin charges for atoms 1 to 2, given in e: number 1, C, carries -0.06; number 2, N, carries -0.15

=====

The following is a quantum chemistry calculation of 3 unconnected molecules or ions with the total composition C6H15NO2, from the OMol25 dataset.

As for the LUMO energy: -0.579 eV. For the energy above the lowest of the compared OMol25 structures with the same formula, charge and spin, the calculation gives 631.2 kJ/mol. The calculation puts the electronic energy at -12044.8690 eV.

```
! RIJCOSX wB97M-V def2-TZVPD def2/J DEFGRID3
* xyz 0 1
C -1.9671 0.9803 0.1723
C -1.2972 1.6020 1.3450
C -1.8638 -1.2696 0.6701
C -1.4189 1.1598 -1.1570
H -3.0235 0.7663 0.2724
H -0.6350 0.3464 -1.2791
H -0.2167 1.4935 1.2703
H -1.6506 1.2034 2.2943
H -1.5420 2.6738 1.3225
H -1.2682 -2.1749 0.8606
H -2.2680 -0.9522 1.6268
H -2.6571 -1.5312 -0.0270
H -0.8330 2.0799 -1.2314
H -2.1548 1.0737 -1.9541
C 3.1084 -1.4874 -1.0259
C 2.5419 -0.3735 -0.2160
O 0.3977 -0.8953 -0.6581
O 3.4975 0.4016 0.3912
N 1.3177 -0.0759 -0.0279
H -0.8626 -0.8149 0.1309
H 3.0239 1.0828 0.8905
H 3.6702 -2.1704 -0.3839
H 2.2999 -2.0257 -1.5144
H 3.8013 -1.0924 -1.7723
*
```

Here are the Löwdin charges for atoms 1 to 2, given in e: number 1, C, carries -0.15; number 2, C, carries -0.08

=====

The following is a quantum chemistry calculation of 2 unconnected molecules or ions with the total composition C6H8N2O4 at a distorted geometry, from the OMol25 dataset.

As for the LUMO energy: 0.462 eV. For the energy above the lowest of the compared OMol25 structures with the same formula, charge and spin, the calculation gives 280.6 kJ/mol. The calculation puts the electronic energy at -17520.5146 eV. Its SMILES is O=c1cc[nH]c(=O)[nH]1.CC(=O)O.

```
! RIJCOSX wB97M-V def2-TZVPD def2/J DEFGRID3
* xyz 0 1
O 4.9368 -0.8337 -0.0999
C 3.8738 -0.2720 -0.1216
C 3.4357 1.1992 -0.2718
C 2.0824 1.3670 0.0504
N 1.0946 0.3063 0.6192
C 1.4321 -0.9240 0.1762
O 0.7151 -1.8469 0.1110
N 2.8368 -1.1288 -0.0341
H 4.0579 2.1227 -0.5015
H 1.8082 2.5020 0.2335
H 0.0596 0.5618 1.0531
H 3.1281 -2.0318 -0.2781
C -4.6314 0.1948 -0.1912
C -3.1108 -0.1589 -0.0558
O -2.0876 0.6179 0.0814
O -2.9676 -1.4265 -0.0327
H -4.5836 1.3560 -0.0790
H -5.0317 0.0876 -1.1656
H -5.0113 -0.2023 0.7143
H -2.0370 -1.4904 -0.2077
*
```

Here are the Löwdin charges for atoms 1 to 2, given in e: number 1, O, carries 0.07; number 2, C, carries -0.49

=====

The following is a quantum chemistry calculation of 2 unconnected molecules or ions with the total composition C4H11NO2 at a distorted geometry, from the OMol25 dataset.

As for the LUMO energy: 0.680 eV. For the energy above the lowest of the compared OMol25 structures with the same formula, charge and spin, the calculation gives 72.8 kJ/mol. The calculation puts the electronic energy at -9911.4871 eV. Its SMILES is CC(=O)N(C)C.O.

```
! RIJCOSX wB97M-V def2-TZVPD def2/J DEFGRID3
* xyz 0 1
C -0.2708 1.8587 0.4804
C -0.6308 0.4307 0.8633
O -1.0295 0.1288 1.9732
N -0.5714 -0.5077 -0.1385
C -0.7256 -1.8882 0.2715
C -0.5322 -0.1721 -1.5297
H 0.1324 2.3575 1.3582
H 0.4995 1.9346 -0.2826
H -1.2322 2.3067 0.2133
H 0.0031 -2.1603 1.0339
H -0.5953 -2.5463 -0.5839
H -1.7049 -2.1125 0.6010
H 0.2920 0.5034 -1.7372
H -0.3172 -1.0268 -2.1676
H -1.4594 0.3030 -1.8578
O 2.5470 0.2053 0.1738
H 2.1018 0.1094 1.0254
H 3.4935 0.2760 0.3034
*
```

Here are the Löwdin charges for atoms 1 to 2, given in e: number 1, C, carries -0.01; number 2, C, carries -0.53

=====

The following is a quantum chemistry calculation of a single C18H32BF4NO6S molecule, from the OMol25 dataset.

As for the LUMO energy: 0.314 eV. For the energy above the lowest of the compared OMol25 structures with the same formula, charge and spin, the calculation gives 0.0 kJ/mol. The calculation puts the electronic energy at -55343.5662 eV.

```
! RIJCOSX wB97M-V def2-TZVPD def2/J DEFGRID3
* xyz 0 1
C 0.0480 0.0857 2.9627
B 0.3307 -0.6358 1.6083
O -0.0294 -1.9483 1.5143
C 0.9890 0.0950 0.3238
C 0.0065 -0.0701 -0.8465
C -1.3703 0.5413 -0.5722
C -2.2134 0.7111 -1.8493
C -3.5572 -0.0089 -1.7953
C -4.5081 0.5539 -0.7411
C -5.9139 0.0069 -0.9192
O -6.5388 -0.0547 0.3784
C -7.7596 -0.6224 0.4109
C -8.2512 -0.8119 1.8212
O -8.3763 -0.9215 -0.5782
O 1.1219 1.4931 0.7148
S 1.3572 2.6060 -0.4319
O 1.4822 3.8320 0.3057
O 2.8928 2.2221 -0.8478
C 3.0173 1.1809 -1.8130
C 3.2088 -0.2003 -1.1688
C 3.1180 -1.2746 -2.2415
F 3.3545 -2.5023 -1.6859
F 1.8776 -1.3424 -2.7982
C 4.1158 -1.1668 -3.4087
F 5.3157 -0.7400 -2.9423
F 3.6779 -0.2648 -4.3144
C 2.3666 -0.5692 0.0937
C 3.2622 -0.5348 1.3493
C 3.8441 0.7945 1.8226
C 4.8050 0.5839 2.9961
N 6.1070 0.0075 2.6434
H -1.0195 0.3326 3.0032
H 0.5990 1.0145 3.0914
H 0.2362 -0.5793 3.8075
H 0.1872 -2.3689 0.6756
H -0.1234 -1.1431 -1.0167
H 0.4024 0.3202 -1.7843
H -1.2598 1.4980 -0.0607
H -1.9111 -0.1179 0.1146
H -2.3819 1.7707 -2.0564
H -1.6516 0.3222 -2.7031
H -4.0304 0.0477 -2.7804
H -3.3841 -1.0735 -1.6035
H -4.1655 0.2827 0.2589
H -4.5157 1.6436 -0.8150
H -5.9029 -0.9999 -1.3402
H -6.5175 0.6465 -1.5623
H -8.7984 0.0776 2.1332
H -8.9301 -1.6604 1.8355
H -7.4297 -0.9731 2.5137
H 2.1811 1.2033 -2.5159
H 3.9098 1.4271 -2.3849
H 4.2554 -0.2442 -0.8595
H 4.2481 -2.1373 -3.8871
H 2.1256 -1.6301 -0.0176
H 2.7298 -1.0110 2.1817
H 4.1087 -1.1951 1.1267
H 3.0614 1.4944 2.1069
H 4.4205 1.2452 1.0083
H 4.9752 1.5389 3.4947
H 4.3431 -0.0928 3.7199
H 6.0564 -1.0023 2.6012
H 6.4008 0.3183 1.7238
*
```

Here are the Löwdin charges for atoms 1 to 2, given in e: number 1, C, carries 0.03; number 2, B, carries -0.49

=====

The following is a quantum chemistry calculation of 2 unconnected molecules or ions with the total composition CH4FN2O at a distorted geometry, from the OMol25 dataset.

As for the LUMO energy (spin up / spin down): -6.332 / -6.331 eV. For the energy above the lowest of the compared OMol25 structures with the same formula, charge and spin, the calculation gives 317.2 kJ/mol. The calculation puts the electronic energy at -8834.9992 eV.

```
! RIJCOSX wB97M-V def2-TZVPD def2/J DEFGRID3
* xyz 1 1
C 0.9042 -0.1762 -0.0325
N -1.2561 -1.1020 -0.2148
N 1.2987 1.0353 0.0079
O -2.1303 -0.2409 0.1803
F 1.7590 -1.1353 0.0309
H -1.0253 -1.7272 0.5739
H 0.6335 1.8026 -0.0343
H 2.2943 1.2819 0.0823
H -2.4780 0.2619 -0.5938
*
```

Here are the Löwdin charges for atoms 1 to 2, given in e: number 1, C, carries -0.14; number 2, N, carries 0.15

=====

> What is the electronic energy in the sixth record?

-8834.9992 eV

=====

> Among the records above, which one has the highest electronic energy?

C6H9N

=====

Please write out number 1 again, unchanged.
The following is a quantum chemistry calculation of a molecular structure, C6H9N at a distorted geometry, from the OMol25 dataset.

As for the LUMO energy: 1.042 eV. For the energy above the lowest of the compared OMol25 structures with the same formula, charge and spin, the calculation gives 672.2 kJ/mol. The calculation puts the electronic energy at -7851.1930 eV.

```
! RIJCOSX wB97M-V def2-TZVPD def2/J DEFGRID3
* xyz 0 1
C 1.9038 -0.2985 -0.0400
N 0.5949 -0.4432 -0.0483
C -0.4244 -0.0667 1.0030
C -0.4918 1.1865 0.1234
C -0.4344 0.1367 -0.9918
C -1.5559 -0.8946 -0.7532
C -1.5486 -1.0310 0.5725
H 2.4129 -0.6150 0.8652
H 2.4049 -0.4237 -0.9949
H 1.9739 1.5767 0.1516
H -0.1032 -0.0422 2.0459
H 0.9366 1.7542 0.1742
H -1.2933 1.9280 0.2042
H -0.1265 0.3717 -2.0124
H -2.1331 -1.4289 -1.5014
H -2.1157 -1.7099 1.2019
*
```

Here are the Löwdin charges for atoms 1 to 2, given in e: number 1, C, carries -0.06; number 2, N, carries -0.15